Entry 1:
Molecular formula: C16H10N2OS6SbW
Method: DFT, wB97M-V/def2-TZVPD

Values from the calculation:
Energy above the lowest of the compared OMol25 structures with the same formula, charge and spin: 34.1 kcal/mol
HOMO-LUMO gap (spin up / spin down): 5.8 / 5.1 eV
Total charge: +2
Expectation value of S²: 0.771
2S+1: 2
E_LUMO (spin up / spin down): -9.2 / -9.8 eV

Last column: Löwdin spin population.
Geometry (Å):
W: 0.6172 0.1929 -0.1714  -0.04
S: -3.7326 -1.3505 -0.3722  0.86
Sb: -2.5199 0.5594 0.0580  0.04
S: -0.9056 0.3206 -1.9108  0.00
S: -0.7363 -0.5928 1.4783  0.04
S: 2.6748 -0.3935 1.0260  0.06
C: 2.7270 -1.8270 -0.0183  -0.01
S: 1.4939 -1.7357 -1.2824  0.00
C: 3.6120 -2.8481 0.1338  0.02
C: 3.6797 -3.9206 -0.7908  0.00
N: 3.7454 -4.7738 -1.5482  0.01
C: 4.5173 -2.8724 1.2242  0.00
N: 5.2252 -2.8720 2.1218  0.01
O: 0.2806 2.0482 0.2476  0.00
S: 0.1123 3.1469 -0.8947  0.00
C: 0.9251 4.5932 -0.2647  0.00
C: 0.5693 5.7914 -0.8733  0.00
C: 1.2053 6.9511 -0.4657  0.00
C: 2.1599 6.9020 0.5412  0.00
C: 2.4730 5.6994 1.1602  0.00
C: 1.8548 4.5273 0.7611  0.00
C: 1.4040 2.4035 -1.9408  0.00
C: 2.5186 1.8453 -1.2813  0.00
C: 3.4324 1.0982 -2.0337  0.00
C: 3.2331 0.9227 -3.3986  0.00
C: 2.1625 1.5341 -4.0359  0.00
C: 1.2277 2.2628 -3.3073  0.00
H: -0.1807 5.8088 -1.6496  0.00
H: 0.9491 7.8946 -0.9212  0.00
H: 2.6655 7.8073 0.8408  0.00
H: 3.2007 5.6742 1.9539  0.00
H: 2.0648 3.5886 1.2598  0.00
H: 2.8071 2.1916 -0.2811  0.00
H: 4.3247 0.7179 -1.5527  0.00
H: 3.9420 0.3451 -3.9716  0.00
H: 2.0441 1.4378 -5.1035  0.00
H: 0.3759 2.7098 -3.7960  0.00

---

Entry 2:
Molecular formula: C16H11Br4O2SZr
Method: DFT, wB97M-V/def2-TZVPD

Values from the calculation:
Energy above the lowest of the compared OMol25 structures with the same formula, charge and spin: 0.0 kcal/mol
HOMO-LUMO gap: 7.3 eV
Total charge: +1
2S+1: 1
E_LUMO: -4.2 eV

Last column: natural (NBO) charge in e.
Geometry (Å):
Zr: 1.5187 -0.1017 -0.7461  2.26
Br: 0.7697 5.2343 3.1083  0.16
C: 1.2095 3.5179 2.5011  -0.14
C: 1.2890 2.4439 3.4034  -0.14
Br: 0.9565 2.7171 5.2267  0.16
C: 1.6161 1.1660 2.9565  -0.13
Br: 1.7119 -0.3246 4.0789  0.16
C: 1.8984 0.9826 1.6090  0.15
O: 2.2063 -0.2550 1.0755  -0.77
C: 1.8211 2.0523 0.7125  0.23
O: 2.0673 1.7626 -0.6165  -0.77
C: 1.4575 3.3216 1.1441  -0.17
Br: 1.3394 4.6790 -0.1329  0.16
C: 4.7458 -0.7729 -1.4564  -0.74
S: 3.2552 -1.6027 -2.0765  0.26
C: 3.0775 -2.9525 -0.8655  -0.75
H: 5.5959 -1.4359 -1.6010  0.26
H: 4.6436 -0.5182 -0.4015  0.25
H: 4.8814 0.1311 -2.0477  0.26
H: 3.2183 -2.5816 0.1507  0.25
H: 3.8184 -3.7165 -1.0893  0.27
H: 2.0818 -3.3797 -0.9868  0.26
C: -0.5681 -0.4834 -0.8749  -0.76
C: -1.7858 -0.5817 -0.9408  0.18
C: -3.2027 -0.6933 -1.0167  -0.12
C: -4.0003 0.4433 -1.1551  -0.17
C: -5.3745 0.3060 -1.2281  -0.20
C: -5.9535 -0.9540 -1.1651  -0.16
C: -5.1626 -2.0879 -1.0276  -0.21
C: -3.7876 -1.9639 -0.9528  -0.17
H: -3.5395 1.4206 -1.2038  0.23
H: -5.9982 1.1827 -1.3346  0.23
H: -7.0290 -1.0536 -1.2238  0.23
H: -5.6207 -3.0660 -0.9787  0.23
H: -3.1570 -2.8356 -0.8446  0.22

---

Entry 3:
Molecular formula: C16H11Cl2N3O2
Method: DFT, wB97M-V/def2-TZVPD

Values from the calculation:
HOMO-LUMO gap: 9.1 eV
SMILES string: O=[N+]([O-])c1cn(C(c2ccc(Cl)cc2)c2ccc(Cl)cc2)cn1
2S+1: 1
E_LUMO: -0.3 eV

Last column: natural (NBO) charge in e.
Geometry (Å):
Cl: -5.6644 1.1037 -1.5569  0.03
C: -4.0471 0.5562 -1.4514  -0.05
C: -3.7579 -0.8150 -1.4726  -0.22
C: -2.4462 -1.2492 -1.2541  -0.20
C: -1.4545 -0.3311 -0.8787  -0.03
C: -0.0887 -0.8472 -0.2764  -0.05
C: 1.1588 -0.3339 -1.0120  -0.04
C: 2.1933 -1.2659 -1.1420  -0.18
C: 3.4965 -0.8274 -1.3110  -0.23
C: 3.7449 0.5459 -1.4391  -0.04
Cl: 5.3376 1.1515 -1.3464  0.04
C: 2.6796 1.4396 -1.5885  -0.23
C: 1.3676 0.9776 -1.4731  -0.19
C: -1.7171 1.0365 -1.0174  -0.20
C: -3.0157 1.4834 -1.2772  -0.21
H: -4.5707 -1.5266 -1.5220  0.23
H: -2.2085 -2.3089 -1.3380  0.22
H: -0.1324 -1.9361 -0.4157  0.22
H: 1.9767 -2.3307 -1.0851  0.22
H: 4.3235 -1.5088 -1.2015  0.23
H: 2.8670 2.5072 -1.6617  0.24
H: 0.5670 1.6593 -1.7440  0.23
H: -0.9423 1.7825 -0.8662  0.22
H: -3.2439 2.5341 -1.1822  0.23
N: -0.0081 -0.6418 1.2120  -0.35
C: -1.0313 -1.0540 2.1338  0.18
N: -0.7942 -0.6292 3.3496  -0.39
C: 0.4492 -0.0288 3.2658  0.11
N: 1.1133 0.5311 4.3550  0.49
O: 2.2210 1.0885 4.0954  -0.43
O: 0.6795 0.4899 5.5073  -0.34
C: 0.9541 -0.0481 1.9879  -0.01
H: -1.9170 -1.6179 1.8295  0.22
H: 1.9103 0.4134 1.7769  0.27

---

Entry 4:
Molecular formula: C16H11Cl4IN6OS2Zn
Method: DFT, wB97M-V/def2-TZVPD

Values from the calculation:
Energy above the lowest of the compared OMol25 structures with the same formula, charge and spin: 18.4 kcal/mol
HOMO-LUMO gap: 7.3 eV
2S+1: 1
E_LUMO: -0.2 eV

Last column: natural (NBO) charge in e.
Geometry (Å):
Zn: -1.2261 0.4769 -0.9023  1.62
Cl: -1.8622 -5.4743 2.2104  -0.01
C: -2.0390 -3.8176 1.7156  -0.10
C: -3.2372 -3.1802 1.9148  -0.21
C: -3.3994 -1.8404 1.5547  -0.27
I: -5.2000 -0.8415 1.9339  0.15
C: -2.3883 -1.0996 0.9473  0.41
O: -2.4923 0.1462 0.6154  -0.90
C: -1.1593 -1.8055 0.6977  0.06
N: -0.2091 -1.1056 0.0299  -0.57
C: 0.9827 -1.6306 -0.1375  0.07
C: 1.3022 -2.9171 0.3152  -0.27
C: 0.3305 -3.6817 0.9051  -0.12
C: -0.9536 -3.1410 1.1240  -0.03
H: -4.0611 -3.7195 2.3611  0.24
H: 1.7115 -1.0193 -0.6570  0.20
H: 2.3023 -3.2987 0.1666  0.23
H: 0.5318 -4.7006 1.2071  0.23
C: 3.7644 1.6943 0.7596  -0.60
C: 2.9263 2.8280 0.1585  -0.45
C: 2.0982 2.3201 -0.9765  0.08
N: 1.0678 1.5775 -0.8543  -0.30
N: 0.4778 1.1725 -2.0316  -0.50
C: 1.1290 1.6203 -3.0967  0.29
N: 0.8522 1.4016 -4.3701  -0.78
S: 2.5095 2.6114 -2.6507  0.33
H: 4.3790 2.0639 1.5801  0.22
H: 4.4184 1.2578 0.0039  0.21
H: 3.1100 0.9109 1.1421  0.22
H: 3.5726 3.6297 -0.1984  0.22
H: 2.2535 3.2317 0.9160  0.24
H: 0.1333 0.7056 -4.6449  0.46
H: 1.4623 1.7813 -5.0702  0.41
S: -2.9908 -0.2971 -2.3595  -0.38
C: -2.1290 -0.7508 -3.6836  0.05
N: -1.5235 -1.1157 -4.6048  -0.50
Cl: -1.3900 4.3250 3.3098  0.08
C: -1.0587 2.6896 2.7188  -0.21
Cl: -2.1464 1.5282 3.4840  0.12
Cl: 0.6377 2.2540 3.0620  0.06
C: -1.2146 2.6460 1.2726  0.32
N: -1.2726 2.5643 0.1317  -0.34

---

Entry 5:
Molecular formula: C16H12AsClNO7RuS4
Method: DFT, wB97M-V/def2-TZVPD

Values from the calculation:
Energy above the lowest of the compared OMol25 structures with the same formula, charge and spin: 34.4 kcal/mol
HOMO-LUMO gap (spin up / spin down): 4.8 / 4.8 eV
Total charge: -2
Expectation value of S²: 8.780
2S+1: 6
E_LUMO (spin up / spin down): 3.8 / 3.8 eV

Last column: Löwdin spin population.
Geometry (Å):
Ru: -0.3914 -0.4823 -0.4751  3.53
O: 2.0372 2.7384 -2.5573  0.01
C: 1.4383 1.9471 -1.6114  0.03
O: 0.2195 2.0537 -1.4091  0.05
C: 2.2557 1.0129 -0.9087  0.07
C: 3.6248 0.7279 -1.1018  0.01
C: 4.2436 -0.1573 -0.2616  0.04
C: 3.5206 -0.7601 0.7897  0.01
C: 2.1637 -0.5235 0.8540  0.04
N: 1.5470 0.3085 0.0236  0.09
C: 1.2043 -1.1679 1.8658  0.01
O: 1.6553 -1.7675 2.8355  0.02
O: -0.0207 -0.9678 1.6100  0.09
H: 1.3166 3.2236 -2.9903  0.00
H: 4.1374 1.2045 -1.9227  0.00
H: 5.2879 -0.4033 -0.3945  0.00
H: 3.9824 -1.4313 1.4965  0.00
S: -3.8913 -1.7407 -3.1210  0.04
As: -2.6923 -0.1503 -2.3966  0.04
S: -0.5555 -0.4644 -2.8219  0.31
S: -2.6862 -0.0242 -0.1899  0.38
S: -3.5072 1.5645 -3.3471  0.05
C: 1.9101 -5.4491 2.9005  0.00
C: 2.9896 -4.9757 1.9820  0.00
C: 4.2843 -4.7962 2.4205  0.00
C: 5.2428 -4.2904 1.5568  0.00
Cl: 6.8828 -4.1268 2.1121  0.00
C: 4.9149 -3.9010 0.2756  0.00
C: 3.6163 -4.0809 -0.1776  0.00
C: 2.6593 -4.6634 0.6487  0.00
O: 1.4140 -5.0330 0.2719  0.00
C: 0.8868 -4.6238 -0.9741  0.01
C: 0.4673 -3.1313 -0.9128  0.01
O: 1.3300 -2.2877 -1.2041  0.06
O: -0.6968 -2.8900 -0.5552  0.10
H: 2.3178 -5.7664 3.8570  0.00
H: 1.3498 -6.2638 2.4471  0.00
H: 1.2211 -4.6218 3.0647  0.00
H: 4.5484 -5.0351 3.4410  0.00
H: 5.6549 -3.4549 -0.3708  0.00
H: 3.3527 -3.7264 -1.1596  0.00
H: 0.0052 -5.2497 -1.1325  0.00
H: 1.6046 -4.7688 -1.7902  0.00

---

Entry 6:
Molecular formula: C16H12AuN3O2Se2Te2
Method: DFT, wB97M-V/def2-TZVPD

Values from the calculation:
Energy above the lowest of the compared OMol25 structures with the same formula, charge and spin: 38.2 kcal/mol
HOMO-LUMO gap (spin up / spin down): 3.3 / 3.3 eV
2S+1: 1
E_LUMO (spin up / spin down): -3.6 / -3.6 eV

Last column: natural (NBO) charge in e.
Geometry (Å):
Au: 1.3450 -3.9335 1.7151  0.69
Se: 3.5200 -4.8381 1.5008  -0.34
Te: 4.7635 -3.9301 3.3594  0.31
Te: 3.1192 -3.5647 5.4304  0.41
Se: 0.9230 -3.6000 4.5996  -0.29
C: 1.9912 2.0245 -4.2808  -0.25
O: 0.9319 1.1311 -4.0000  -0.49
C: 0.0781 1.4695 -2.9970  0.30
C: -0.8509 0.4913 -2.6333  -0.24
C: -1.7251 0.7147 -1.5939  -0.22
C: -1.6978 1.9312 -0.9075  0.10
C: -0.8437 2.9311 -1.3351  -0.20
C: 0.0655 2.7048 -2.3627  -0.31
N: -2.6039 2.2735 0.1526  -0.16
N: -2.9114 1.4849 1.0578  -0.12
C: -2.2668 0.2183 1.2282  0.05
C: -3.0819 -0.8654 1.4516  -0.18
C: -2.5852 -2.1677 1.5578  -0.32
C: -1.2197 -2.4262 1.4762  0.38
O: -0.7487 -3.6329 1.4879  -0.79
C: -0.3482 -1.2686 1.4101  0.07
N: 0.9770 -1.5087 1.5152  -0.48
C: 1.8271 -0.5146 1.5263  0.05
C: 1.4126 0.8273 1.4666  -0.27
C: 0.0779 1.0983 1.3546  -0.13
C: -0.8592 0.0425 1.2915  -0.10
H: 2.6204 1.5278 -5.0142  0.20
H: 2.5753 2.2374 -3.3814  0.18
H: 1.6232 2.9635 -4.7034  0.18
H: -0.8665 -0.4393 -3.1844  0.23
H: -2.4390 -0.0499 -1.3193  0.23
H: -0.8805 3.8952 -0.8432  0.22
H: 0.7345 3.4971 -2.6646  0.22
H: -4.1512 -0.6937 1.4888  0.22
H: -3.2582 -3.0050 1.6830  0.22
H: 2.8794 -0.7717 1.6048  0.19
H: 2.1419 1.6235 1.5257  0.22
H: -0.2686 2.1229 1.3370  0.22